Entry 1:
Formula: C4H12N3
Source: OMol25
Level of theory: wB97M-V/def2-TZVPD

Geometry as ORCA input:
```
! RIJCOSX wB97M-V def2-TZVPD def2/J DEFGRID3
* xyz 1 1
N -1.493 1.610 -1.684
N 0.177 -0.748 1.648
N 0.111 -0.100 -0.869
C -2.136 0.859 -2.842
C 2.252 -0.511 2.928
C 1.451 -1.202 2.070
C -0.473 1.275 -1.002
H 0.193 -0.420 0.294
H -1.681 1.249 -3.755
H -0.572 -1.501 1.636
H 3.259 -0.817 3.004
H -0.445 -0.818 -1.380
H -2.143 -0.224 -2.797
H -0.115 0.025 2.254
H 0.070 1.994 -0.354
H 1.845 -2.030 1.413
H 1.060 -0.080 -1.257
H -3.195 1.156 -2.864
H 1.834 0.283 3.556
*
```

Calculated values
HOMO energy: -13.49 eV
orbital gap: 10.305 eV

Entry 2:
Formula: H14O7
Source: OMol25
Level of theory: wB97M-V/def2-TZVPD

Geometry as ORCA input:
```
! RIJCOSX wB97M-V def2-TZVPD def2/J DEFGRID3
* xyz -1 2
O -0.524 3.081 0.808
O 0.692 2.538 -1.859
O -1.388 -3.794 1.333
O 2.659 1.369 -0.445
O 0.128 0.140 -0.187
O 0.744 -2.127 1.988
O -2.116 -0.592 -1.815
H 1.801 0.956 -0.349
H 1.663 -2.332 1.820
H 0.702 2.506 -2.815
H -2.809 -0.402 -1.182
H 1.300 1.850 -1.590
H -2.547 -1.113 -2.493
H -0.160 2.203 0.690
H 0.648 -2.210 2.937
H -0.433 3.496 -0.050
H 0.246 -0.637 0.360
H -0.672 -3.182 1.504
H 2.917 1.596 0.448
H -2.179 -3.314 1.578
H -0.674 -0.032 -0.680
*
```

Calculated values
HOMO energy (alpha / beta): 0.47 / -7.61 eV
orbital gap (alpha / beta): 2.464 / 10.459 eV

Entry 3:
Formula: C30H22N3O4PS2Ti
Source: OMol25
Level of theory: wB97M-V/def2-TZVPD

Geometry as ORCA input:
```
! RIJCOSX wB97M-V def2-TZVPD def2/J DEFGRID3
* xyz 0 1
Ti -0.972 -0.881 -0.998
S 2.445 2.319 0.846
S 0.971 -0.870 0.860
P 2.596 0.346 0.921
O -1.876 -3.989 1.424
O -1.201 -2.654 -0.246
O -0.700 -1.226 -2.790
O 0.501 -0.949 -2.052
N -3.041 -0.769 -1.701
N -1.229 1.253 -1.265
N -2.001 -0.490 1.028
C 3.807 -1.607 -0.685
C -2.837 -1.748 2.873
C 4.519 0.650 -1.095
C 4.512 0.440 4.544
C -4.493 0.749 -2.872
C 5.471 -1.160 -2.360
C -3.262 -0.581 3.485
C -3.327 0.472 -2.158
C -3.909 3.089 -3.042
C -0.361 2.204 -0.997
C 3.728 -0.247 -0.386
C 5.387 0.194 -2.079
C -2.384 1.544 -1.905
C 4.631 -0.900 4.876
C 3.907 0.814 3.351
C -5.356 -0.333 -3.141
C 3.534 -1.498 2.823
C -1.730 -2.902 0.926
C -2.415 0.630 1.615
C -2.211 -1.656 1.644
C -3.048 0.629 2.846
C 4.677 -2.061 -1.661
C -1.754 3.850 -2.029
C -3.845 -1.769 -1.981
C -5.033 -1.588 -2.707
C 4.141 -1.870 4.010
C -4.769 2.087 -3.312
C 3.417 -0.151 2.479
C -0.604 3.541 -1.363
C -2.692 2.836 -2.327
H -2.208 1.557 1.095
H 4.889 1.202 5.216
H 6.144 -1.515 -3.131
H 3.810 1.858 3.086
H 5.995 0.902 -2.629
H -5.682 2.273 -3.863
H 3.157 -2.307 -0.177
H -2.963 -2.726 3.314
H -6.267 -0.156 -3.700
H -3.540 -2.743 -1.617
H 4.445 1.706 -0.871
H 0.138 4.285 -1.112
H 4.226 -2.919 4.265
H -5.663 -2.442 -2.913
H 3.129 -2.260 2.170
H -3.749 -0.613 4.451
H 4.725 -3.119 -1.888
H -4.117 4.099 -3.369
H -3.356 1.566 3.288
H 0.554 1.927 -0.482
H -1.960 4.868 -2.339
H 5.100 -1.190 5.808
*
```

Calculated values
HOMO energy: -7.72 eV
orbital gap: 6.575 eV

Asked for energy relative to the best compared isomer or geometry (same formula, charge and spin) across the records above, the calculation gives 297.3, 45.7, 52.1 kJ/mol in order.